A structure of composition C20H37Br12F3N4O6 at a distorted geometry, computed with ωB97M-V/def2-TZVPD.

- Frontier orbital gap (alpha / beta): 8.17 / 3.01 eV
- Expectation value of S²: 0.76
- Spin multiplicity: 2
- LUMO (alpha / beta): -3.0 / -8.1 eV
- Strongest force on any atom: 6.156 eV Å⁻¹
- Charge: +1
- HOMO energy (alpha / beta): -11.152 / -11.152 eV

Cartesian coordinates (Å):
1 C -8.370 -20.105 10.567
2 C -9.058 -18.742 10.315
3 O -8.358 -17.760 10.476
4 N -10.342 -18.729 9.965
5 C -11.280 -17.610 9.874
6 H -9.021 -20.958 10.761
7 H -7.733 -20.055 11.449
8 H -7.796 -20.334 9.669
9 H -10.780 -19.635 9.878
10 H -10.763 -16.752 10.304
11 H -12.126 -17.989 10.448
12 H -11.617 -17.376 8.864
13 C -7.281 -18.888 7.151
14 C -6.066 -18.122 7.618
15 O -5.084 -18.043 6.929
16 N -6.110 -17.479 8.776
17 C -5.108 -16.616 9.314
18 H -8.117 -18.491 7.727
19 H -7.246 -19.965 7.317
20 H -7.583 -18.774 6.110
21 H -6.948 -17.537 9.337
22 H -4.130 -17.077 9.176
23 H -5.260 -16.423 10.376
24 H -5.016 -15.642 8.833
25 C -9.898 -16.263 6.621
26 C -10.670 -15.043 6.950
27 O -11.145 -14.955 8.003
28 N -10.707 -14.111 6.011
29 C -11.244 -12.807 6.204
30 H -9.701 -16.850 7.518
31 H -8.897 -15.913 6.369
32 H -10.398 -16.935 5.923
33 H -10.518 -14.431 5.071
34 H -10.631 -11.972 5.864
35 H -11.460 -12.639 7.259
36 H -12.228 -12.790 5.736
37 C -13.395 -23.322 3.982
38 C -14.102 -22.023 3.568
39 O -13.985 -21.005 4.247
40 N -14.810 -21.913 2.455
41 C -15.047 -22.865 1.376
42 H -12.447 -23.326 3.444
43 H -14.078 -24.154 3.813
44 H -13.240 -23.394 5.059
45 H -15.255 -21.025 2.268
46 H -16.127 -23.011 1.348
47 H -14.463 -23.783 1.431
48 H -14.882 -22.295 0.461
49 C -11.023 -20.110 6.490
50 C -10.931 -20.913 5.127
51 O -9.631 -20.792 4.587
52 C -9.292 -21.612 3.620
53 O -10.083 -22.405 3.074
54 C -7.795 -21.364 3.134
55 F -7.113 -20.667 4.008
56 F -7.232 -22.547 3.003
57 F -7.867 -20.689 1.972
58 H -10.301 -20.432 7.240
59 H -11.984 -20.299 6.969
60 H -10.765 -19.071 6.287
61 H -11.554 -20.434 4.372
62 H -11.275 -21.941 5.239
63 C -10.492 -24.158 0.336
64 Br -10.653 -23.588 -1.560
65 Br -8.654 -24.688 0.727
66 Br -11.905 -25.374 1.022
67 H -10.689 -23.234 0.879
68 C -12.687 -16.128 3.721
69 Br -14.255 -15.322 4.662
70 Br -12.554 -15.398 1.871
71 Br -12.920 -18.039 3.526
72 H -11.733 -16.029 4.240
73 C -7.088 -23.625 6.666
74 Br -5.758 -22.128 6.649
75 Br -8.886 -22.825 7.051
76 Br -6.560 -24.862 8.099
77 H -7.105 -24.136 5.704
78 C -14.922 -22.413 8.283
79 Br -15.951 -22.394 10.018
80 Br -14.669 -20.686 7.336
81 Br -15.665 -23.739 7.065
82 H -13.891 -22.709 8.471



A structure of composition C22H36AlBrCaCl3F4LiNO16S at a distorted geometry, computed with ωB97M-V/def2-TZVPD.

- Frontier orbital gap: 1.14 eV
- LUMO: -1.9 eV
- Strongest force on any atom: 6.557 eV Å⁻¹
- Charge: -1
- HOMO energy: -3.066 eV

Cartesian coordinates (Å):
1 C 2.419 -1.487 0.037
2 C 2.874 -1.092 -1.520
3 O 3.188 0.344 -1.557
4 C 2.233 1.085 -2.430
5 C 0.883 1.460 -1.581
6 C -0.529 0.993 -2.270
7 C -1.644 2.023 -1.573
8 C -2.841 1.239 -0.768
9 O -3.927 0.886 -1.714
10 C -4.417 -0.484 -1.493
11 C -5.140 -1.004 -2.902
12 O -0.692 -0.433 -1.833
13 S -0.796 -1.579 -3.098
14 O -2.177 -2.077 -3.585
15 O -0.028 -2.940 -2.900
16 O -0.202 -0.503 -4.314
17 C -0.659 0.863 -3.899
18 Cl -2.326 1.032 -4.712
19 H 2.702 -0.575 0.730
20 H 3.044 -2.435 0.327
21 H 1.251 -1.665 0.129
22 H 3.752 -1.789 -1.907
23 H 1.940 -1.347 -2.189
24 H 2.745 2.111 -2.752
25 H 2.056 0.460 -3.403
26 H 0.974 0.899 -0.533
27 H 0.949 2.620 -1.339
28 H -1.162 2.780 -0.819
29 H -2.169 2.690 -2.410
30 H -3.318 2.030 -0.013
31 H -2.482 0.342 -0.100
32 H -5.230 -0.571 -0.630
33 H -3.525 -1.216 -1.214
34 H -6.265 -0.687 -2.990
35 H -4.975 -2.178 -3.039
36 H -4.566 -0.490 -3.791
37 H 0.144 1.578 -4.382
38 F 2.432 -0.835 3.052
39 Al 2.235 -2.086 4.332
40 F 3.607 -3.251 4.249
41 F 0.685 -2.966 4.078
42 F 2.218 -1.293 5.949
43 C 8.323 -1.151 4.438
44 C 7.496 -0.626 3.281
45 C 6.520 0.438 3.681
46 O 5.484 0.284 2.729
47 C 5.520 -1.018 2.321
48 O 4.650 -1.553 1.650
49 O 6.651 -1.644 2.765
50 H 9.114 -1.809 4.065
51 H 8.792 -0.335 4.995
52 H 7.713 -1.750 5.123
53 H 8.149 -0.281 2.472
54 H 6.951 1.441 3.623
55 H 6.095 0.289 4.680
56 C 2.846 -6.740 3.593
57 Cl 1.932 -5.234 3.745
58 Cl 3.619 -6.858 2.008
59 H 3.616 -6.769 4.367
60 H 2.164 -7.584 3.720
61 C -5.890 5.882 -2.583
62 C -5.407 4.586 -2.770
63 C -6.039 3.507 -2.150
64 C -7.163 3.738 -1.344
65 C -7.646 5.038 -1.149
66 C -7.004 6.110 -1.772
67 N -7.848 2.605 -0.710
68 O -7.378 1.471 -0.892
69 O -8.857 2.846 -0.033
70 H -5.397 6.720 -3.074
71 H -4.538 4.417 -3.402
72 H -5.650 2.503 -2.305
73 H -8.515 5.232 -0.523
74 H -7.373 7.123 -1.630
75 Ca 0.243 3.474 -4.039
76 O -8.376 -1.398 -3.518
77 H -8.888 -1.184 -2.724
78 H -9.007 -1.275 -4.243
79 Br 4.293 -4.759 2.263
80 Li -11.007 2.320 -0.464
81 O -3.580 5.410 -4.599
82 H -3.834 5.152 -5.466
83 C 9.179 -3.428 6.985
84 O 8.877 -3.857 8.125
85 O 9.399 -4.433 6.149
86 O 9.297 -2.265 6.542
87 H 9.213 -5.088 6.852